[1]
A single C3H4ClN3O molecule in a non-equilibrium geometry. Source: the Open Molecules 2025 dataset; level of theory: ωB97M-V/def2-TZVPD.

Geometry as ORCA input:
```
! wB97M-V def2-TZVPD RIJCOSX def2/J DEFGRID3
* xyz 0 1
C -0.97 -1.59 0.08
C -1.70 -0.44 -0.10
C 1.74 0.62 -0.09
N 0.35 -1.29 -0.02
N 0.47 0.01 -0.03
N -0.66 0.67 0.01
O -0.72 1.91 0.02
Cl -3.29 0.02 -0.04
H -1.23 -2.57 0.15
H 1.53 1.60 0.59
H 2.33 0.05 0.54
H 2.15 0.99 -1.11
*
```

Frontier orbital gap (spin up / spin down) in Ha: 0.34287 / 0.34285

Atom charges from the natural (NBO) analysis, given in e for atoms 1 to 2: number 1, C, carries -0.08; number 2, C, carries -0.07


[2]
A single C3H4ClNO2 molecule in a non-equilibrium geometry. Source: the Open Molecules 2025 dataset; level of theory: ωB97M-V/def2-TZVPD.

Geometry as ORCA input:
```
! wB97M-V def2-TZVPD RIJCOSX def2/J DEFGRID3
* xyz 0 1
C 2.54 -1.21 0.37
C 0.88 0.11 -0.27
C -0.59 0.38 -0.52
N 1.53 1.19 -0.26
O 3.30 -1.94 -0.19
O 1.31 -1.09 -0.02
Cl 3.18 1.28 0.01
H 2.84 -1.01 1.51
H -0.76 0.52 -1.66
H -1.21 -0.35 -0.14
H -0.80 1.46 -0.26
*
```

Frontier orbital gap in Ha: 0.40037

Atom charges from the natural (NBO) analysis, given in e for atoms 1 to 2: number 1, C, carries 0.61; number 2, C, carries 0.55


[3]
A single C3H4ClNS molecule in a non-equilibrium geometry. Source: the Open Molecules 2025 dataset; level of theory: ωB97M-V/def2-TZVPD.

Geometry as ORCA input:
```
! wB97M-V def2-TZVPD RIJCOSX def2/J DEFGRID3
* xyz 0 1
C -1.83 0.24 0.04
C -0.52 0.54 -0.11
C 1.80 -0.04 0.13
H -2.60 0.95 0.01
H -0.18 1.61 -0.19
H 0.29 -1.36 -0.29
H 1.98 0.99 0.49
N 0.51 -0.39 -0.10
S 2.99 -1.14 -0.01
Cl -2.45 -1.40 0.03
*
```

Frontier orbital gap in Ha: 0.32368

Atom charges from the natural (NBO) analysis, given in e for atoms 1 to 2: number 1, C, carries -0.25; number 2, C, carries -0.03


[4]
A single C3H4ClNS molecule in a non-equilibrium geometry. Source: the Open Molecules 2025 dataset; level of theory: ωB97M-V/def2-TZVPD.

Geometry as ORCA input:
```
! wB97M-V def2-TZVPD RIJCOSX def2/J DEFGRID3
* xyz 0 1
C 0.58 0.96 -0.15
C -0.84 1.00 -0.12
C 1.25 -0.20 -0.13
N -0.90 -1.52 0.01
S -1.85 -0.32 0.14
Cl 2.91 -0.17 0.25
H 1.02 1.94 0.13
H -1.40 1.83 -0.06
H 0.63 -1.17 -0.34
H -1.40 -2.36 0.27
*
```

Frontier orbital gap in Ha: 0.28824

Atom charges from the natural (NBO) analysis, given in e for atoms 1 to 2: number 1, C, carries -0.33; number 2, C, carries -0.45